{"formula": "C3H13NO3", "method": "ωB97M-V/def2-TZVPD", "species": ["C", "C", "N", "C", "O", "H", "H", "H", "H", "H", "H", "H", "H", "H", "O", "H", "H", "O", "H", "H"], "positions_angstrom": [[0.3552, 1.7292, 1.3997], [0.1689, 0.9032, 0.1454], [-0.9080, -0.0427, 0.2920], [1.4698, 0.0215, -0.1959], [2.6856, 0.8422, -0.2742], [0.8745, 2.6771, 1.0938], [-0.5719, 2.2094, 1.7670], [0.7756, 1.1891, 2.2404], [-0.0166, 1.5782, -0.7481], [-0.8542, -0.8757, -0.2425], [-1.2021, -0.2018, 1.2501], [1.7148, -0.6445, 0.6004], [1.3102, -0.1915, -1.2362], [2.4089, 1.6997, -0.7054], [-3.6324, -0.0226, -1.3923], [-2.8152, 0.2933, -1.0004], [-3.4813, -0.9654, -1.4802], [0.8530, -3.7507, -0.4200], [0.4885, -3.0261, 0.1135], [0.3769, -3.4221, -1.2073]], "nbo_charge": [-0.64, -0.07, -0.87, -0.09, -0.73, 0.23, 0.22, 0.22, 0.17, 0.35, 0.38, 0.20, 0.18, 0.46, -0.95, 0.48, 0.46, -0.91, 0.45, 0.46], "max_force_ha_per_bohr": 0.086, "spin_multiplicity": 1, "e_homo_ha": -0.3533, "relative_energy_kcal_mol": 35.89, "gap_ev": 9.849, "e_lumo_ev": 0.23}